{
  "formula": "C3H8NOS",
  "method": "ωB97M-V/def2-TZVPD",
  "mol_weight_g_mol": 106.17,
  "total_charge": 1,
  "lumo_ev": -4.0562,
  "gap_ha": 0.363,
  "de_lowest_kj_mol": 179.3,
  "species": ["C", "N", "C", "O", "S", "C", "H", "H", "H", "H", "H", "H", "H", "H"],
  "coordinates": [[-1.464, 0.105, 0.430], [-0.197, -0.011, -0.412], [0.621, -1.209, 0.147], [1.913, -0.976, -0.123], [2.394, 0.601, 0.368], [0.757, 1.266, -0.435], [-1.082, 0.102, 1.458], [-2.002, 0.960, 0.095], [-2.165, -0.725, 0.193], [-0.498, -0.264, -1.320], [0.178, -1.227, 1.144], [0.352, -2.042, -0.350], [0.910, 1.526, -1.476], [0.283, 1.894, 0.280]],
  "nbo_charge": [-0.428, -0.376, 0.125, -0.584, 0.558, -0.336, 0.234, 0.242, 0.251, 0.429, 0.179, 0.209, 0.255, 0.241]
}